[1]
A 5-piece molecular cluster, C23H40FNO11S overall at a distorted geometry, computed with ωB97M-V/def2-TZVPD.

Summary:
Gap between HOMO and LUMO (eV): 9.1
Structure (SMILES): COCCCCc1cc(CCCCS(=O)(=O)O)c2c(c1CC(=O)F)C(=O)NC2=O.CO.CO.CO.CO

Last column: Löwdin charge in e.
Geometry (Å):
C 3.87902 -0.26289 1.52031  -0.1108
O 3.56803 0.16808 0.21051  -0.1899
C 3.35730 1.56824 0.15168  -0.2363
C 2.43567 1.94916 -1.03485  -0.1445
C 0.96124 1.96696 -0.52962  -0.1610
C 0.52358 0.49598 -0.35898  -0.1171
C -0.94788 0.27326 -0.04270  -0.1166
C -1.57845 -0.72924 -0.76557  0.0262
C -2.89498 -1.08395 -0.57684  -0.1438
C -3.49363 -2.22927 -1.38586  -0.1070
C -3.24080 -3.53873 -0.57287  -0.1572
C -1.77591 -4.04378 -0.65599  -0.2002
C -1.09701 -4.27833 0.70910  -0.1841
S 0.41152 -3.29907 0.96148  0.5927
O 1.01575 -2.92633 -0.27681  -0.2618
O 1.30207 -4.14651 1.71273  -0.3087
O 0.08999 -2.04801 1.89804  -0.1519
C -3.64320 -0.39477 0.34975  -0.0363
C -3.00276 0.59848 1.06509  -0.0284
C -1.69707 0.95217 0.91626  -0.0992
C -1.09445 2.02127 1.79020  -0.0308
C -1.38536 3.42227 1.31272  -0.4092
O -2.23522 3.76058 0.54696  0.1798
F -0.58466 4.38634 1.88558  0.0667
C -4.04734 1.12882 2.02613  -0.3503
O -3.90460 1.89908 2.94988  0.1129
N -5.25149 0.51745 1.67630  0.1804
C -5.08484 -0.53440 0.75110  -0.3524
O -5.93912 -1.30438 0.39115  0.1200
H 3.25459 0.22355 2.28513  0.0826
H 4.93535 -0.03298 1.72346  0.0897
H 3.70328 -1.33884 1.60429  0.0871
H 2.95251 1.98121 1.08884  0.1144
H 4.33468 2.05492 -0.01684  0.1154
H 2.56407 1.29992 -1.90307  0.1047
H 2.69266 2.98540 -1.32529  0.0947
H 0.98227 2.54247 0.39417  0.0817
H 0.34130 2.40906 -1.31674  0.1270
H 1.09611 -0.04424 0.40513  0.1120
H 0.73341 -0.01411 -1.31164  0.0987
H -1.01213 -1.26567 -1.52048  0.1102
H -2.96740 -2.27695 -2.34455  0.1158
H -4.56673 -2.08342 -1.50982  0.1066
H -3.43438 -3.25611 0.47207  0.1034
H -3.97370 -4.31219 -0.81742  0.1124
H -1.18408 -3.36674 -1.27157  0.0837
H -1.80709 -5.02558 -1.16220  0.0893
H -0.73984 -5.30692 0.77441  0.1037
H -1.74538 -4.10252 1.57263  0.1037
H 0.23167 -2.28145 2.82634  0.1045
H -1.54678 1.95464 2.79035  0.1360
H -0.02862 1.86598 1.95946  0.1213
H -5.92096 0.36425 2.41970  0.1646
C 1.00517 6.36863 4.39555  -0.1619
O 0.96446 4.95871 4.57934  -0.1303
H 1.50607 6.80974 5.25418  0.0756
H 1.56199 6.61873 3.48826  0.0737
H -0.00794 6.77268 4.32507  0.0775
H 0.51921 4.58502 3.81286  0.0373
C -0.14340 -7.06477 -3.16978  -0.1379
O -1.13415 -6.06703 -2.92358  -0.1408
H 0.55025 -7.06947 -2.33275  0.0808
H -0.60936 -8.04926 -3.25595  0.0772
H 0.40350 -6.83739 -4.08750  0.0775
H -1.73533 -6.07444 -3.67368  0.0798
C 1.06729 -1.53656 -3.77327  -0.1425
O 1.29968 -0.13367 -3.65474  -0.1304
H 1.36611 -2.01204 -2.84078  0.0694
H 0.00529 -1.73162 -3.95257  0.0739
H 1.65813 -1.95127 -4.59353  0.0784
H 1.03218 0.27401 -4.48269  0.0791
C 4.58002 6.10380 -1.14910  -0.1477
O 4.24185 4.76086 -0.81383  -0.1372
H 4.48201 6.22063 -2.22535  0.0786
H 3.90409 6.80220 -0.64924  0.0764
H 5.61060 6.32054 -0.85696  0.0760
H 4.33208 4.66982 0.13878  0.0728



[2]
C40H100F6N8O12Sr as an isolated structure at a distorted geometry, computed with ωB97M-V/def2-TZVPD.

Summary:
Gap between HOMO and LUMO (eV): 1.8

Last column: Löwdin charge in e.
Geometry (Å):
Sr -0.64238 5.64420 -3.28502  1.4873
C 6.39227 4.09135 2.11003  -0.4398
O 6.77923 4.94393 3.17327  -0.1480
O 5.70123 5.00597 1.29869  -0.2093
C 7.70717 3.25442 1.63634  -0.6189
F 8.27670 2.72457 2.72824  0.1199
F 7.41453 2.17958 0.92472  0.1257
F 8.53313 3.91083 0.89147  0.1826
C 6.35996 4.64626 4.54532  -0.2237
C 6.86669 5.85037 5.39383  -0.0816
H 6.56383 5.69306 6.42903  0.0599
H 7.94904 5.87731 5.51987  0.0634
H 6.53251 6.74749 4.87268  0.0745
H 6.93535 3.73493 4.70809  0.1055
H 5.28902 4.58024 4.73723  0.1062
H 5.72187 3.35869 2.55934  0.1263
C -0.77411 0.13887 -0.84680  -0.3473
O 0.63363 0.50864 -0.46231  -0.1653
O -1.35936 1.38455 -1.37655  -0.3146
C -0.97639 -1.26181 -1.50552  -0.5460
F 0.17979 -2.04916 -1.56296  0.0722
F -2.01529 -1.93850 -0.96145  0.1142
F -1.32750 -1.22473 -2.75223  0.1454
C 1.35253 -0.18748 0.56195  -0.2366
C 0.82274 0.23088 2.05839  -0.0441
H -0.24947 0.04176 2.11038  0.0495
H 1.27079 -0.53638 2.68979  0.0511
H 1.17014 1.25727 2.17650  0.0602
H 2.39701 0.06737 0.38247  0.1049
H 1.28972 -1.26574 0.41525  0.0882
H -1.23059 -0.01319 0.13125  0.1099
C -6.47721 -1.58089 -7.96064  -0.0808
C -5.67816 -2.87322 -7.61184  -0.3962
C -6.20233 -3.51588 -6.25979  -0.2284
O -7.57452 -3.79560 -6.21910  -0.1804
C -7.86391 -4.63304 -5.03453  -0.0672
N -5.89655 -3.76434 -8.75008  0.0188
H -6.21993 -0.94340 -7.11476  0.0624
H -7.55577 -1.72518 -7.89736  0.0768
H -6.21497 -0.99315 -8.84035  0.0700
H -4.61729 -2.65380 -7.49144  0.1257
H -6.03498 -2.68958 -5.56891  0.1157
H -5.49813 -4.31547 -6.02991  0.1234
H -8.89543 -4.97576 -4.95327  0.0797
H -7.66232 -4.12677 -4.09052  0.0844
H -7.31056 -5.57122 -5.07595  0.0822
H -6.77334 -4.20521 -8.51140  0.0601
H -6.05960 -3.15254 -9.53699  0.0538
C 4.26325 -11.83591 1.32048  -0.0650
C 5.13671 -10.51110 1.23077  -0.3942
C 4.37594 -9.23704 1.19716  -0.2508
O 3.67164 -9.14242 -0.00075  -0.2015
C 2.79044 -7.98981 -0.02834  -0.0674
N 6.15946 -10.69086 2.27206  0.0204
H 3.76311 -11.94361 2.28296  0.0659
H 4.87822 -12.73559 1.34238  0.0594
H 3.53865 -12.10870 0.55324  0.0651
H 5.66697 -10.59636 0.28227  0.1355
H 5.00903 -8.35072 1.23904  0.1270
H 3.63444 -9.22680 1.99601  0.1271
H 1.94249 -8.19541 0.62496  0.0864
H 2.44075 -7.71178 -1.02258  0.0849
H 3.42395 -7.17393 0.31965  0.0804
H 6.76199 -11.48152 2.09340  0.0651
H 5.74383 -10.93888 3.15853  0.0617
C -5.40778 9.89119 -1.39393  -0.0391
C -4.59392 8.61122 -1.73300  -0.4428
C -5.36565 7.74532 -2.69201  -0.2033
O -4.67963 6.52060 -3.07257  -0.2454
C -5.45983 5.64443 -3.95234  -0.0851
N -3.31514 8.87702 -2.38054  0.0249
H -6.16567 9.65529 -0.64690  0.0852
H -5.80297 10.27187 -2.33575  0.0803
H -4.69478 10.61723 -1.00330  0.0771
H -4.37950 8.08104 -0.80508  0.1435
H -5.50260 8.23732 -3.65496  0.1277
H -6.31064 7.46727 -2.22535  0.1315
H -6.45325 5.48247 -3.53402  0.0843
H -5.14233 4.62074 -4.15072  0.0821
H -5.54575 6.09412 -4.94154  0.0807
H -3.46571 9.60718 -3.06193  0.0740
H -2.76416 9.35795 -1.68396  0.0677
C 8.44077 -3.92625 -2.09322  -0.0611
C 8.29119 -5.18040 -2.97112  -0.4332
C 6.91626 -5.30721 -3.62191  -0.1935
O 6.80059 -4.14854 -4.47979  -0.2065
C 5.51956 -3.97690 -5.05037  -0.1053
N 9.36923 -5.28079 -3.97318  0.0344
H 9.36577 -3.90245 -1.51711  0.0795
H 7.58961 -3.87629 -1.41417  0.0731
H 8.22112 -3.09132 -2.75861  0.0710
H 8.49581 -5.97643 -2.25519  0.1294
H 6.15367 -5.25228 -2.84503  0.1127
H 6.73206 -6.30370 -4.02336  0.1200
H 5.50625 -3.01035 -5.55406  0.0843
H 4.73667 -3.98238 -4.29199  0.0856
H 5.38205 -4.77214 -5.78304  0.0853
H 9.45780 -6.23466 -4.29315  0.0621
H 9.17732 -4.65454 -4.74200  0.0622
C -7.52382 3.52054 8.43167  -0.0578
C -7.60212 3.13108 6.95297  -0.4430
C -6.61516 2.10479 6.44663  -0.2382
O -6.94922 1.64030 5.14765  -0.1874
C -5.85906 0.93335 4.56817  -0.0967
N -8.96525 2.70904 6.69756  0.0355
H -7.81660 2.70243 9.08976  0.0776
H -8.03453 4.44000 8.71783  0.0759
H -6.51765 3.80481 8.73976  0.0685
H -7.42419 3.92712 6.22994  0.1377
H -6.37159 1.28633 7.12404  0.1249
H -5.63009 2.57068 6.47258  0.1214
H -5.10020 1.53022 4.06222  0.0851
H -6.36454 0.32899 3.81495  0.0930
H -5.25690 0.37561 5.28540  0.0852
H -9.28213 2.00876 7.35277  0.0684
H -8.75115 2.15122 5.88325  0.0499
C 0.96349 -4.58033 4.41637  -0.0503
C -0.23573 -4.26066 5.38662  -0.4070
C -1.52266 -5.01996 4.79988  -0.1844
O -1.83026 -4.69491 3.42713  -0.1740
C -3.00748 -5.36612 2.98758  -0.1225
N 0.04715 -4.81791 6.66486  0.0011
H 1.74175 -3.94837 4.84419  0.0645
H 0.72514 -4.22180 3.41500  0.0663
H 1.31043 -5.61072 4.33871  0.0777
H -0.34474 -3.19859 5.60626  0.1292
H -2.34747 -5.07371 5.51043  0.1058
H -1.42024 -6.10487 4.82373  0.1123
H -3.93193 -4.80129 3.10784  0.0790
H -3.31020 -6.16713 3.66200  0.0718
H -3.04704 -5.79195 1.98499  0.0868
H -0.76119 -4.80462 7.27027  0.0691
H 0.70164 -4.16822 7.07673  0.0743
C -1.40555 5.26375 2.56348  -0.0330
C -0.37970 6.44329 2.57312  -0.4608
C 0.40793 6.41502 3.83992  -0.2489
O -0.50121 6.35001 4.87445  -0.2146
C -0.09025 5.73692 6.09144  -0.0844
N 0.48459 6.44146 1.43515  0.0308
H -0.90126 4.33962 2.84596  0.0828
H -2.04078 5.22268 1.67867  0.0667
H -2.14552 5.43858 3.34449  0.0691
H -0.91533 7.39188 2.61034  0.1371
H 0.97038 7.31155 4.10068  0.1398
H 0.95893 5.47697 3.77244  0.1333
H 0.92324 5.89746 6.45911  0.0876
H -0.29604 4.67119 5.99153  0.0881
H -0.73571 6.16970 6.85576  0.0849
H 1.23894 5.77687 1.53209  0.0786
H 1.01027 7.30355 1.45871  0.0698
C 4.04096 1.91849 -5.33439  -0.0651
C 2.81689 2.82027 -5.44520  -0.4483
C 1.69112 2.17427 -6.23653  -0.1544
O 0.56540 3.10307 -6.12777  -0.2247
C -0.43806 2.80141 -7.04621  -0.1461
N 2.44082 3.20203 -4.09657  0.0256
H 4.92356 2.45606 -4.98777  0.0807
H 4.35626 1.64087 -6.34018  0.0773
H 4.11695 1.07475 -4.64852  0.0912
H 3.07229 3.79382 -5.86361  0.1358
H 1.48958 1.16978 -5.86440  0.1409
H 2.08786 2.04872 -7.24397  0.1282
H -0.78658 1.77121 -6.97336  0.0929
H 0.02567 2.80296 -8.03264  0.0822
H -1.32626 3.41480 -7.19780  0.0817
H 2.09687 2.33690 -3.70498  0.0805
H 3.24130 3.36970 -3.50392  0.0798



[3]
C40H35As2CdF3NO7PSSe2 as an isolated structure at a distorted geometry, computed with ωB97M-V/def2-TZVPD.

Summary:
Gap between HOMO and LUMO (eV): 5.8
Total charge: -2

Last column: Löwdin charge in e.
Geometry (Å):
Cd -0.39309 0.88071 -0.37389  1.1483
C 0.42261 1.98667 3.62642  -0.3357
As -0.32529 0.37100 2.83551  1.0748
C 1.01532 -0.81499 3.68260  -0.3138
C -1.95272 0.14673 3.87303  -0.4329
C -2.44513 1.24923 4.61158  -0.1048
C -3.70682 1.19395 5.23803  -0.0672
C -4.53739 0.05396 5.00407  -0.0923
C -4.06169 -0.95381 4.23405  -0.1365
C -2.79295 -0.92711 3.68266  -0.4258
As -2.19348 -2.33139 2.40971  1.1429
C -1.79615 -3.72194 3.75816  -0.3431
C -3.96630 -3.02957 1.94991  -0.3267
H 0.39935 1.91984 4.76698  0.0507
H -0.08474 2.87052 3.33772  -0.0004
H 1.42777 1.93842 3.27386  -0.0231
H 0.84964 -0.89874 4.76907  0.0319
H 1.96197 -0.44182 3.46157  -0.0314
H 0.97616 -1.79670 3.10668  0.0028
H -1.88424 2.14600 4.70477  0.0616
H -4.16150 2.02000 5.79187  0.0898
H -5.44643 -0.01896 5.49869  0.0704
H -4.70423 -1.83085 3.97898  0.1017
H -2.61787 -3.77546 4.50998  0.0236
H -0.85847 -3.40413 4.23854  -0.0010
H -1.67261 -4.69041 3.22150  0.0196
H -4.31686 -3.57072 2.81275  -0.0035
H -3.68275 -3.72038 1.09601  0.0395
H -4.67547 -2.26838 1.62804  0.0088
Se 3.56173 1.06099 0.71815  0.1410
P 2.94522 -0.99674 0.20742  0.1155
Se 0.91732 -1.58078 -0.13802  0.2147
C 3.95088 -1.61999 -1.19621  -0.4114
C 5.13116 -0.96052 -1.50043  -0.1319
C 5.92203 -1.35086 -2.60262  -0.0873
C 5.52800 -2.48097 -3.32314  -0.1251
C 4.35877 -3.11255 -2.99155  -0.1287
C 3.58224 -2.71057 -1.95705  -0.1308
C 3.60346 -2.20999 1.53030  -0.3705
C 4.78661 -1.93786 2.23899  -0.0984
C 5.09253 -2.75426 3.31285  -0.1269
C 4.45838 -3.94558 3.48662  -0.1250
C 3.32655 -4.22583 2.73538  -0.0982
C 2.89292 -3.34247 1.77955  -0.1756
H 5.44485 -0.08727 -0.86932  0.0476
H 6.86374 -0.77668 -2.87065  0.1130
H 6.05287 -2.76566 -4.25672  0.1027
H 4.08006 -3.99037 -3.64520  0.1200
H 2.64743 -3.23388 -1.77109  0.0756
H 5.32992 -0.96855 2.18581  0.0880
H 5.96635 -2.51279 3.92843  0.1015
H 4.71227 -4.56407 4.39241  0.1121
H 2.70889 -5.10135 3.04796  0.1133
H 1.95518 -3.52154 1.27151  0.0367
O -6.25342 -1.25709 -1.33875  0.0767
C -5.13612 -0.84240 -1.13931  -0.3189
C -4.00211 -1.05748 -2.04377  -0.3451
O -3.99891 -1.72860 -3.05414  0.0637
C -2.87345 -0.25716 -1.52389  -0.3386
C -3.20628 0.24553 -0.17185  -0.3238
O -2.41277 0.81403 0.64578  -0.2243
C -4.58280 -0.21218 0.12665  -0.3648
O -5.15805 -0.00764 1.15988  0.0517
O -1.77631 -0.04151 -2.06588  -0.1222
F 3.21241 0.70055 -7.38411  0.1391
C 3.30017 1.56842 -6.39002  -0.5685
F 4.62905 1.73959 -6.16477  0.1124
F 2.89583 2.69603 -7.04077  0.1029
C 2.49036 1.31220 -5.11167  -0.1020
C 1.42229 0.39066 -5.06961  0.0164
C 0.71651 0.28183 -3.85082  -0.1286
N 0.96420 1.04011 -2.81705  0.0275
C 1.95609 1.90150 -2.84346  -0.1983
C 2.78287 2.05696 -3.94803  0.0112
H 1.10134 -0.12674 -5.97417  0.1127
H -0.16176 -0.41457 -3.79995  0.1206
H 2.12428 2.47228 -1.94443  -0.0077
H 3.62043 2.76736 -3.96304  0.1232
O -5.78987 4.78140 -2.85172  0.1281
C -4.62952 5.29914 -3.24700  -0.4827
O -4.53380 6.17543 -4.09785  0.0670
C -3.37994 4.75168 -2.61767  -0.1563
C -2.14875 4.83499 -3.25121  -0.0498
C -1.00269 4.47724 -2.60502  -0.1092
C -1.05381 3.96573 -1.27750  -0.6945
S 0.40829 3.37454 -0.46514  0.4403
C -2.29522 3.90495 -0.62556  -0.1296
C -3.42508 4.21355 -1.32870  -0.0407
H -5.56571 3.92957 -2.50733  0.0940
H -2.17872 5.30460 -4.20882  0.1062
H -0.02030 4.50607 -3.18326  0.1188
H -2.29952 3.38993 0.34844  0.0943
H -4.33519 4.15791 -0.81665  0.0989



It is found that the E_HOMO values, taken in the order of the records, are -9.363; -5.615; -1.976 eV.
It is found that the relative energy (zero: lowest compared OMol25 entry of this formula, charge and spin) values, taken in the order of the records, are 0.912; 0.000; 1.006 eV.